[1]
The following is a quantum chemistry calculation of a structure of composition C32H59Br15HgN3O3 at a distorted geometry, from OMol25.

ΔE to the lowest compared entry with this formula, charge and spin: 71.7 kcal per mole
HOMO level: -2.86 eV
Kohn-Sham gap: 4.19 eV
Total charge: -1

Positions of all 113 atoms, in Å:
Hg  0.150  -1.241  -0.333
C  -2.063  -3.003  0.810
C  -2.857  -2.769  -0.448
C  -4.132  -2.009  -0.020
C  -4.834  -1.299  -1.179
C  -3.808  -0.441  -1.867
C  -2.664  -1.262  -2.482
N  -2.072  -2.004  -1.403
O  -0.828  -2.634  -1.799
C  -1.701  -0.258  -3.090
C  -3.234  -2.138  -3.608
C  -3.335  -4.126  -0.987
H  -2.731  -3.276  1.638
H  -1.540  -2.119  1.168
H  -1.380  -3.847  0.707
H  -3.943  -1.295  0.794
H  -4.902  -2.676  0.387
H  -5.668  -0.672  -0.848
H  -5.257  -2.061  -1.837
H  -3.420  0.239  -1.103
H  -4.190  0.211  -2.662
H  -0.857  -0.778  -3.547
H  -1.320  0.372  -2.279
H  -2.219  0.324  -3.852
H  -4.021  -2.818  -3.282
H  -2.418  -2.701  -4.055
H  -3.827  -1.508  -4.285
H  -2.588  -4.543  -1.664
H  -4.205  -4.003  -1.646
H  -3.719  -4.765  -0.190
C  -0.273  2.568  1.973
C  -0.867  1.876  0.737
C  -2.033  2.769  0.251
C  -1.577  3.863  -0.695
C  -0.670  3.326  -1.806
C  0.536  2.568  -1.265
N  0.083  1.591  -0.309
O  1.130  0.698  0.003
C  1.531  3.562  -0.726
C  1.174  1.865  -2.456
C  -1.527  0.590  1.224
H  -0.949  2.773  2.800
H  0.188  3.530  1.702
H  0.630  2.000  2.239
H  -2.448  3.260  1.145
H  -2.909  2.217  -0.096
H  -1.222  4.813  -0.292
H  -2.456  4.171  -1.291
H  -0.362  4.177  -2.422
H  -1.261  2.683  -2.463
H  2.407  3.173  -0.204
H  1.110  4.314  -0.046
H  1.974  4.188  -1.517
H  0.592  1.050  -2.874
H  2.172  1.530  -2.148
H  1.391  2.588  -3.253
H  -2.094  0.077  0.452
H  -2.226  0.872  2.022
H  -0.790  -0.007  1.771
C  3.508  -3.472  2.202
C  2.644  -2.320  1.669
C  3.395  -0.979  1.869
C  4.567  -0.776  0.914
C  4.105  -0.904  -0.539
C  3.254  -2.169  -0.783
N  2.307  -2.418  0.273
O  1.426  -3.456  -0.010
C  4.211  -3.349  -0.964
C  2.582  -1.876  -2.114
C  1.416  -2.133  2.566
H  3.315  -4.358  1.594
H  3.090  -3.778  3.174
H  4.544  -3.209  2.390
H  3.917  -0.935  2.836
H  2.652  -0.180  1.801
H  5.304  -1.574  1.055
H  4.961  0.219  1.133
H  5.016  -0.806  -1.143
H  3.510  -0.009  -0.775
H  4.679  -3.314  -1.952
H  3.660  -4.290  -0.895
H  4.986  -3.385  -0.196
H  1.901  -1.019  -2.084
H  1.988  -2.741  -2.429
H  3.315  -1.686  -2.902
H  1.008  -3.130  2.742
H  0.709  -1.471  2.070
H  1.715  -1.670  3.506
C  0.151  5.860  3.360
Br  -1.629  5.874  2.599
Br  0.223  6.747  5.049
Br  1.453  6.491  2.092
H  0.354  4.813  3.524
C  -4.755  1.570  4.602
Br  -6.368  2.527  5.091
Br  -3.306  2.829  4.498
Br  -4.963  0.590  2.969
H  -4.623  0.828  5.373
C  3.238  0.526  -4.441
Br  3.832  1.150  -6.185
Br  4.465  -0.700  -3.640
Br  1.499  -0.269  -4.587
H  3.205  1.417  -3.836
C  -3.183  -2.687  4.789
Br  -4.918  -2.720  3.954
Br  -1.983  -1.464  3.929
Br  -2.428  -4.476  4.744
H  -3.239  -2.455  5.839
C  5.525  4.299  -0.939
Br  5.078  2.426  -1.146
Br  7.371  4.537  -0.529
Br  4.331  5.160  0.294
H  5.317  4.725  -1.906

Here are the Mulliken charges for atoms 1 to 2, given in e:
1. Hg 2.485
2. C -1.719

***

[2]
The following is a quantum chemistry calculation of a cluster of 5 separate species, C32H59Br2ClFNO16 in total at a distorted geometry, from OMol25.

HOMO level: -8.56 eV
SMILES string: CCCN[C@H](CCCCl)O[C@@H](C[C@@H]1CO1)[C@](O)(F)OC/C(Br)=C(\C)Br.CCOC(=O)OC.CCOC(=O)OC.CCOC(=O)OC.CCOC(=O)OC
Kohn-Sham gap: 8.35 eV

Positions of all 112 atoms, in Å:
C  0.490  -7.291  1.845
C  -0.830  -6.366  2.241
C  -1.143  -5.439  0.899
N  -2.485  -4.744  0.932
C  -2.454  -3.408  0.175
C  -1.947  -3.742  -1.347
C  -2.955  -2.900  -2.383
C  -2.864  -3.624  -3.888
Cl  -4.538  -4.150  -4.487
O  -1.579  -2.520  0.951
C  -1.562  -1.144  0.437
C  -2.607  -0.111  1.163
C  -4.187  -0.353  0.365
C  -5.344  0.885  0.707
O  -5.382  -0.648  1.315
C  -0.033  -0.555  0.774
O  0.797  -1.733  1.193
F  -0.044  0.341  1.991
O  0.557  0.130  -0.388
C  1.901  0.659  -0.103
C  2.867  0.275  -1.386
Br  2.630  1.441  -3.044
C  3.858  -0.866  -1.395
C  4.065  -1.835  -0.079
Br  4.906  -1.152  -3.116
H  1.307  -7.331  2.688
H  0.139  -8.396  1.646
H  0.935  -6.892  0.812
H  -0.524  -5.708  3.185
H  -1.761  -6.991  2.577
H  -1.128  -6.170  -0.044
H  -0.217  -4.736  0.771
H  -2.866  -4.628  1.896
H  -3.577  -3.061  0.105
H  -2.088  -4.883  -1.666
H  -0.832  -3.389  -1.426
H  -2.563  -1.789  -2.570
H  -4.077  -2.903  -2.024
H  -2.398  -2.847  -4.662
H  -2.123  -4.529  -3.841
H  -1.685  -1.038  -0.721
H  -2.329  1.017  0.920
H  -2.792  -0.319  2.299
H  -4.172  -0.836  -0.794
H  -6.482  0.777  0.860
H  -5.481  0.950  -0.480
H  1.304  -1.513  2.036
H  1.840  1.850  -0.097
H  2.341  0.358  0.940
H  3.760  -1.342  0.938
H  5.236  -2.051  -0.016
H  3.541  -2.880  -0.282
C  4.866  5.080  4.534
C  4.872  3.796  5.345
O  3.539  3.397  5.689
C  2.822  2.822  4.692
O  3.210  2.616  3.553
O  1.583  2.545  5.171
C  0.687  2.032  4.188
H  4.312  5.865  5.060
H  5.887  5.426  4.349
H  4.374  4.938  3.568
H  5.405  3.966  6.287
H  5.395  2.987  4.821
H  1.112  1.161  3.679
H  0.436  2.816  3.468
H  -0.231  1.720  4.694
C  -0.777  1.061  -5.149
C  -0.498  2.513  -4.802
O  -1.189  3.397  -5.693
C  -2.516  3.546  -5.461
O  -3.157  3.005  -4.574
O  -3.019  4.377  -6.410
C  -4.434  4.535  -6.346
H  -0.547  0.865  -6.202
H  -0.180  0.391  -4.524
H  -1.833  0.812  -5.005
H  0.572  2.713  -4.923
H  -0.751  2.737  -3.760
H  -4.755  4.845  -5.346
H  -4.926  3.602  -6.637
H  -4.721  5.315  -7.056
C  6.511  -7.898  5.552
C  5.543  -7.891  4.382
O  4.261  -7.387  4.778
C  4.176  -6.041  4.920
O  5.079  -5.240  4.738
O  2.919  -5.740  5.332
C  2.725  -4.358  5.624
H  6.086  -8.444  6.401
H  7.459  -8.364  5.268
H  6.721  -6.884  5.902
H  5.387  -8.919  4.037
H  5.937  -7.322  3.533
H  3.020  -3.727  4.779
H  3.286  -4.086  6.523
H  1.661  -4.198  5.818
C  -0.989  7.185  -3.701
C  -1.957  7.192  -4.871
O  -3.239  7.696  -4.476
C  -3.324  9.042  -4.334
O  -2.421  9.843  -4.515
O  -4.581  9.344  -3.922
C  -4.775  10.726  -3.629
H  -1.414  6.639  -2.852
H  -0.041  6.719  -3.986
H  -0.779  8.200  -3.351
H  -2.113  6.165  -5.217
H  -1.563  7.761  -5.721
H  -4.480  11.356  -4.474
H  -4.214  10.998  -2.730
H  -5.839  10.885  -3.436

Here are the Mulliken charges for atoms 1 to 2, given in e:
1. C -0.791
2. C -0.282